Entry 1:
This record from the Open Molecules 2025 dataset describes a 2-piece molecular cluster, C5H16N3 overall in a non-equilibrium geometry. The level of theory is wB97M-V/def2-TZVPD.

Output
- HOMO energy (spin up / spin down): -3.48 / -8.83 eV
- 2S+1: 2
- Kohn-Sham gap (spin up / spin down): 0.170 / 0.355 Eh

XYZ file:
```
24
Properties=species:S:1:pos:R:3:forces:R:3:mulliken_charge:R:1
C 0.97016 2.48057 0.56466 3.49 0.36 -2.20 -1.0933
C 0.97819 1.02763 -1.47491 1.90 -0.12 -1.85 -0.3719
N 1.27083 1.21923 -0.14987 -0.54 -1.72 2.31 0.1883
N -0.01882 1.69663 -2.13153 -1.39 0.30 -0.29 -0.3157
N 1.37530 -0.12828 -2.15851 -0.36 -0.55 -0.91 -0.2840
H 1.68865 0.39278 0.44009 -1.45 2.08 -1.57 0.2331
H -0.62852 2.26601 -1.61551 -0.85 0.62 0.68 0.1440
H -0.16136 1.75732 -3.12596 0.63 -0.25 0.28 0.1995
H 2.12312 -0.71768 -1.86041 0.24 0.12 0.11 0.1548
H 1.01321 -0.29672 -3.11245 0.42 0.27 1.39 0.1855
H 2.02944 2.78722 0.75603 -0.87 0.65 0.70 0.3507
H 0.41268 2.51055 1.45176 -0.93 -0.76 1.15 0.2877
H 0.59713 3.28820 -0.09028 0.00 -0.77 -0.03 0.3519
C -1.21723 -1.11015 1.11552 -1.36 -0.89 -0.76 -0.0658
C -1.58942 -1.99248 2.29399 -1.94 -1.46 -2.02 -1.2357
C -0.29209 -1.72721 0.01807 -0.98 -0.31 2.46 -0.9962
H -0.79154 -0.21302 1.47162 0.74 1.18 0.32 0.1554
H -2.16254 -0.81252 0.62530 0.33 0.02 0.03 0.2858
H -2.29067 -1.56789 3.02553 0.01 0.08 -0.50 0.3405
H -2.07584 -2.93689 1.78816 0.93 1.41 1.51 0.2333
H 0.59128 -2.21629 0.56657 -0.46 1.46 -1.47 0.2771
H -0.34217 -0.94646 -0.72440 1.73 0.08 -0.17 0.1801
H -0.72121 -2.22352 2.82661 1.40 -0.91 0.88 0.3587
H -0.75857 -2.53702 -0.50010 -0.68 -0.90 -0.03 0.4362
```
Forces are in eV/Å.

***

Entry 2:
This record from the Open Molecules 2025 dataset describes a 2-piece molecular cluster, C5H16N3 overall in a non-equilibrium geometry. The level of theory is wB97M-V/def2-TZVPD.

Output
- HOMO energy: -14.07 eV
- 2S+1: 1
- Kohn-Sham gap: 0.403 Eh
- Net charge: +1

XYZ file:
```
24
Properties=species:S:1:pos:R:3:forces:R:3:mulliken_charge:R:1
C 1.91387 0.21211 -2.29123 -0.37 -0.72 -1.44 -0.9312
C 1.30986 1.22288 -0.14840 -0.06 0.63 -0.27 0.9440
N 1.25072 1.20368 -1.47338 0.42 -0.23 0.32 -0.2401
N 2.30236 0.65072 0.51690 0.04 -0.23 0.36 -0.3793
N 0.38273 1.89139 0.53654 -0.03 0.05 -0.05 -0.3570
H 0.48666 1.70202 -1.89323 -0.11 0.00 -0.14 0.2155
H 3.14094 0.30273 0.08522 -0.15 -0.03 -0.15 0.1724
H 2.31092 0.75068 1.51630 0.15 -0.15 0.09 0.2002
H -0.35381 2.39503 0.06362 0.06 -0.19 0.20 0.2030
H 0.49150 2.01118 1.52747 -0.16 0.17 0.05 0.1893
H 2.89979 -0.12055 -1.99206 0.03 0.24 0.55 0.2910
H 2.04873 0.58489 -3.30190 0.06 0.47 0.02 0.3580
H 1.27559 -0.66499 -2.45101 0.11 -0.01 0.45 0.3168
C -1.31017 -1.41722 1.00081 0.33 -0.15 1.53 -0.1482
C -2.43761 -0.98472 1.97611 -0.04 -0.20 -0.74 -1.0944
C -1.45440 -0.94335 -0.43101 0.12 0.12 0.22 -0.7817
H -1.21991 -2.49957 1.07320 -0.24 -0.19 -0.43 0.3849
H -0.36038 -1.14891 1.48693 0.02 0.54 -0.51 0.1539
H -2.05939 -0.54421 2.89315 0.07 -0.17 0.16 0.2976
H -3.09414 -0.24030 1.52464 -0.03 0.01 -0.07 0.3142
H -0.48678 -0.80870 -0.90143 0.22 0.17 -0.12 -0.1164
H -2.03594 -0.01918 -0.48104 0.16 0.04 -0.08 0.2844
H -3.04509 -1.85834 2.19769 -0.18 0.15 0.30 0.2862
H -1.95606 -1.67728 -1.03388 -0.45 -0.30 -0.26 0.4367
```
Forces are in eV/Å.

***

Entry 3:
This record from the Open Molecules 2025 dataset describes a 2-piece molecular cluster, C5H16N3 overall in a non-equilibrium geometry. The level of theory is wB97M-V/def2-TZVPD.

Output
- HOMO energy: -13.29 eV
- 2S+1: 1
- Kohn-Sham gap: 0.255 Eh
- Net charge: +1

XYZ file:
```
24
Properties=species:S:1:pos:R:3:forces:R:3:mulliken_charge:R:1
N 3.45214 -1.60096 -0.07902 0.44 -0.12 -0.52 -0.7363
C -0.36353 0.42989 -0.77669 1.05 -1.17 -2.11 0.0368
C -1.45446 -0.46497 -0.90960 0.46 0.02 0.12 -0.4225
C -2.70411 0.09995 -0.04509 -0.82 0.49 0.01 -0.7123
N -3.94261 -0.53677 -0.32264 0.38 -0.44 -0.10 -0.5120
C 0.91787 0.10290 -0.18338 0.46 0.99 1.46 -0.6384
N 1.69840 1.21653 0.37148 -0.91 0.27 0.14 -0.3414
C 1.08960 1.63109 1.64586 -0.10 -0.49 0.42 -0.8649
H 3.68954 -1.92032 -1.01869 -0.27 -0.15 0.07 0.2647
H 3.29484 -2.44332 0.46459 0.01 -0.05 0.00 0.2530
H 4.35157 -1.24259 0.23154 -0.19 0.23 0.33 0.2371
H -0.32924 1.21977 -1.52272 -0.33 0.90 0.59 0.4014
H -1.79804 -0.41983 -1.94882 -0.13 -0.18 0.20 0.3365
H -1.13810 -1.44814 -0.57139 -0.45 -0.23 0.06 0.4024
H -2.49216 0.03055 1.01909 0.26 -0.08 -0.07 0.3691
H -2.80275 1.14707 -0.31958 0.04 0.12 0.13 0.4215
H -3.94227 -1.51766 -0.07169 -0.15 0.02 0.07 0.2640
H -4.24093 -0.44747 -1.28513 -0.10 0.10 0.04 0.2656
H 1.55817 -0.26269 -1.01685 -0.45 -0.38 -0.22 0.2680
H 0.85349 -0.69642 0.54837 0.08 -0.22 -0.05 0.4774
H 1.53498 2.00292 -0.25235 0.61 0.06 -0.15 0.2817
H 0.98419 0.78108 2.31547 0.09 -0.34 -0.08 0.3324
H 1.70939 2.31957 2.21051 0.07 0.35 -0.36 0.3191
H 0.07401 2.01981 1.51672 -0.07 0.32 0.03 0.2972
```
Forces are in eV/Å.

***

Entry 4:
This record from the Open Molecules 2025 dataset describes a 2-piece molecular cluster, C5H16N3S overall in a non-equilibrium geometry. The level of theory is wB97M-V/def2-TZVPD.

Output
- HOMO energy: -11.95 eV
- 2S+1: 1
- Kohn-Sham gap: 0.338 Eh
- Net charge: +1

XYZ file:
```
25
Properties=species:S:1:pos:R:3:forces:R:3:mulliken_charge:R:1
C -2.12040 -1.09896 1.40343 1.64 0.19 0.62 -0.7668
C 0.06259 -1.94762 0.53015 1.68 -1.89 -0.11 0.6796
N -1.26732 -1.85864 0.47539 -0.32 0.29 -0.85 -0.2338
N 0.73118 -2.83107 -0.26615 -0.85 0.79 0.02 -0.4092
N 0.82649 -1.37392 1.45144 -1.05 1.11 0.68 -0.3654
H -1.58562 -1.77899 -0.48745 -0.05 -0.51 0.16 0.2931
H 1.73344 -2.90530 -0.20939 -0.08 0.13 -0.02 0.1857
H 0.26569 -3.56404 -0.77172 -0.26 0.10 -0.01 0.2450
H 1.83011 -1.39615 1.40413 0.03 -0.28 -0.04 0.2333
H 0.44540 -0.54438 1.88929 0.19 -0.09 -0.02 0.2096
H -1.77368 -1.34488 2.42296 -0.53 0.04 -0.34 0.3491
H -3.15378 -1.37218 1.24952 -0.07 -0.09 0.02 0.3065
H -1.95449 -0.02864 1.24243 -0.42 -0.13 0.08 0.2470
C 0.61613 2.07320 -1.54022 0.33 0.63 1.13 -0.3744
C 1.40315 1.14943 -2.44232 -0.93 0.11 -2.08 -1.1671
C -0.39581 2.23120 1.08596 -0.71 -1.60 -0.53 -0.9310
S -0.50539 1.12877 -0.43964 1.09 1.03 0.79 -0.1361
H 1.34871 2.66862 -0.98142 -0.13 -0.49 0.54 0.3115
H -0.01688 2.89168 -1.89508 0.15 -0.59 -1.18 0.4046
H 1.61603 1.65829 -3.39433 0.12 0.02 0.28 0.3440
H 0.81930 0.28348 -2.77242 -0.09 0.03 0.20 0.3066
H 0.41172 2.94766 1.00212 -0.05 -0.02 0.02 0.3828
H -0.30864 1.58562 1.96963 0.38 0.26 -0.14 0.2787
H -1.37595 2.65820 1.16167 -0.23 0.81 0.11 0.3196
H 2.34801 0.76860 -2.08799 0.15 0.16 0.68 0.2869
```
Forces are in eV/Å.

***

Entry 5:
This record from the Open Molecules 2025 dataset describes a 2-piece molecular cluster, C5H16N4 overall. The level of theory is wB97M-V/def2-TZVPD.

Output
- HOMO energy: -6.33 eV
- 2S+1: 1
- Kohn-Sham gap: 0.265 Eh

XYZ file:
```
25
Properties=species:S:1:pos:R:3:forces:R:3:mulliken_charge:R:1
C 2.10118 -0.32149 -0.10983 -0.04 0.07 -0.20 0.6555
C 3.51391 0.01914 0.34639 -0.25 0.06 0.25 -1.4230
C 1.56985 0.39265 -1.25904 0.19 -0.10 0.30 -1.5417
N 1.13720 -0.00509 1.26655 -0.02 -0.14 -0.32 -0.4652
H 1.96788 -1.40462 -0.16346 -0.08 0.05 0.10 0.2941
H 1.12774 1.00666 1.38453 0.07 -0.07 -0.01 0.3986
H 1.44345 -0.45181 2.13167 0.01 0.09 -0.11 0.3683
H 3.64859 1.10326 0.38717 0.00 -0.03 -0.05 0.3518
H -0.12152 1.04088 -0.91364 -0.46 0.06 0.01 0.1787
H 4.22858 -0.38434 -0.37049 -0.06 0.03 -0.02 0.3795
H 3.75098 -0.39071 1.33361 0.05 -0.01 -0.04 0.3657
H 1.24098 -0.25497 -2.06951 -0.08 0.01 0.05 0.2242
H 2.21295 1.19678 -1.61703 0.00 -0.01 0.05 0.3374
C -3.45457 0.36228 -0.65030 0.10 0.01 0.08 -1.1457
N -1.47603 -0.54041 0.54416 -0.16 0.15 -0.12 -0.3746
C -1.99520 0.33784 -0.26663 -0.02 -0.32 0.15 0.7218
N -2.40123 -1.49849 1.07989 -0.13 0.10 -0.14 -0.7879
N -1.18069 1.27284 -0.80142 0.33 -0.08 -0.07 -0.5029
H 0.12832 -0.29792 1.02542 0.34 0.10 0.03 0.3321
H -2.05676 -1.75313 1.99944 0.01 0.02 -0.12 0.2187
H -2.35623 -2.34495 0.51595 0.07 0.09 0.06 0.2004
H -1.57428 1.84352 -1.53300 -0.02 -0.06 0.07 0.2310
H -3.64490 -0.37446 -1.43509 0.03 0.04 0.04 0.2505
H -3.73300 1.34643 -1.02755 0.04 -0.03 0.01 0.3724
H -4.07719 0.10010 0.20223 0.05 -0.01 -0.01 0.3604
```
Forces are in eV/Å.

***

Entry 6:
This record from the Open Molecules 2025 dataset describes a 2-piece molecular cluster, C5H16N4 overall in a non-equilibrium geometry. The level of theory is wB97M-V/def2-TZVPD.

Output
- HOMO energy: -7.40 eV
- 2S+1: 1
- SMILES: CC(C)=N.CN(C)NN
- Kohn-Sham gap: 0.302 Eh

XYZ file:
```
25
Properties=species:S:1:pos:R:3:forces:R:3:mulliken_charge:R:1
C 1.94039 -0.82209 -0.17952 -0.59 -0.11 0.01 -1.2180
C 1.79522 0.66160 -0.00942 1.23 0.65 -1.30 0.8823
C 2.28648 1.21964 1.30281 -0.29 0.15 0.01 -1.2917
N 1.52206 1.37397 -1.05452 0.75 -0.64 0.58 -0.8327
H 1.18502 -1.33466 0.41881 0.04 -0.15 0.07 0.2387
H 2.93036 -1.14995 0.13952 0.01 0.10 0.14 0.4183
H 1.80564 -1.10610 -1.22049 -0.04 0.08 -0.01 0.3297
H 1.95934 0.59187 2.13124 0.01 0.00 0.07 0.3177
H 1.92504 2.23552 1.46219 0.02 0.00 0.01 0.4069
H 3.37905 1.23398 1.31220 -0.03 -0.06 -0.05 0.3956
H 1.66920 2.37233 -0.91003 -0.25 0.03 0.39 0.2405
C -1.43347 -1.19678 -1.21712 0.06 0.10 0.10 -1.1588
N -1.32434 -0.76345 0.16123 0.19 -0.03 0.02 0.2379
C -2.45732 -1.18517 0.96685 0.11 0.07 -0.13 -0.8951
N -1.12862 0.66860 0.37852 1.17 -0.65 1.58 -0.4508
N -1.20149 1.52881 -0.70147 2.36 0.84 -1.67 -0.6269
H -1.40242 -2.28582 -1.22101 -0.02 -0.02 -0.05 0.3345
H -0.59177 -0.82638 -1.80085 -0.03 0.00 -0.02 0.3503
H -2.37111 -0.88277 -1.70397 0.03 -0.02 -0.03 0.3841
H -2.48713 -2.27478 0.98569 -0.06 -0.04 0.00 0.3088
H -3.41482 -0.80346 0.58555 -0.06 0.00 -0.01 0.2931
H -2.31449 -0.81679 1.97995 -0.06 -0.03 0.00 0.3110
H -0.12320 0.73762 0.70565 -1.70 0.01 -0.29 0.3115
H -0.17404 1.54635 -1.19798 -3.23 -0.40 0.53 0.4127
H -1.97358 1.27793 -1.31382 0.38 0.12 0.06 0.3004
```
Forces are in eV/Å.

***

Number 1: E_tot -9911.0326 eV. Number 2: E_tot -9909.1407 eV. Number 3: E_tot -9905.5068 eV. Number 4: E_tot -20744.0710 eV. Number 5: E_tot -11402.0605 eV. Number 6: E_tot -11401.8290 eV.